## i
DFT (the ωB97M-V functional and the def2-TZVPD basis) results for a 8-piece molecular cluster, C48H120N8O16 overall.

Each atom is followed by the atoms it is bonded to, with distances in Å.
Geometry (Å):
1 C -6.042 -3.376 -0.085  O2 1.452, H10 1.090, H11 1.090, H12 1.090
2 O -5.444 -3.115 1.212  C1 1.452, C3 1.419
3 C -6.185 -2.246 2.055  O2 1.419, C4 1.553, H13 1.090, H14 1.090
4 C -6.458 -3.004 3.383  C3 1.553, N5 1.491, H15 1.090, H16 1.090
5 N -5.232 -3.199 4.210  C4 1.491, C6 1.505, H17 1.010
6 C -4.995 -1.970 5.045  N5 1.505, C7 1.583, H18 1.090, H19 1.090
7 C -3.672 -2.163 5.893  C6 1.583, O8 1.507, H20 1.090, H21 1.090
8 O -2.554 -1.598 5.055  C7 1.507, C9 1.367
9 C -1.454 -1.769 5.850  O8 1.367, H22 1.090, H23 1.090, H24 1.090
10 H -6.966 -3.950 -0.020  C1 1.090
11 H -5.450 -4.021 -0.735  C1 1.090
12 H -6.202 -2.524 -0.747  C1 1.090
13 H -7.138 -2.026 1.573  C3 1.090
14 H -5.652 -1.318 2.261  C3 1.090
15 H -6.924 -3.987 3.314  C4 1.090
16 H -7.135 -2.251 3.785  C4 1.090
17 H -4.522 -3.058 3.506  N5 1.010
18 H -5.887 -1.844 5.659  C6 1.090
19 H -4.853 -1.041 4.493  C6 1.090
20 H -3.486 -3.229 6.027  C7 1.090
21 H -3.756 -1.681 6.867  C7 1.090
22 H -1.383 -1.301 6.832  C9 1.090
23 H -0.597 -1.252 5.419  C9 1.090
24 H -1.210 -2.808 6.073  C9 1.090
25 C -9.078 -0.224 3.122  O26 1.504, H34 1.090, H35 1.090, H36 1.090
26 O -7.784 0.536 3.233  C25 1.504, C27 1.423
27 C -7.859 1.807 3.868  O26 1.423, C28 1.485, H37 1.090, H38 1.090
28 C -6.499 2.352 4.111  C27 1.485, N29 1.445, H39 1.090, H40 1.090
29 N -5.801 2.618 2.874  C28 1.445, C30 1.452, H41 1.010
30 C -4.477 3.106 3.212  N29 1.452, C31 1.550, H42 1.090, H43 1.090
31 C -3.578 3.089 1.950  C30 1.550, O32 1.433, H44 1.090, H45 1.090
32 O -3.731 1.904 1.160  C31 1.433, C33 1.407
33 C -3.128 0.784 1.761  O32 1.407, H46 1.090, H47 1.090, H48 1.090
34 H -9.059 -1.127 2.513  C25 1.090
35 H -9.834 0.211 2.469  C25 1.090
36 H -9.572 -0.410 4.076  C25 1.090
37 H -8.272 1.718 4.873  C27 1.090
38 H -8.417 2.552 3.301  C27 1.090
39 H -5.884 1.702 4.733  C28 1.090
40 H -6.687 3.312 4.591  C28 1.090
41 H -5.809 1.721 2.410  N29 1.010
42 H -4.023 2.564 4.042  C30 1.090
43 H -4.575 4.164 3.458  C30 1.090
44 H -2.563 3.213 2.328  C31 1.090
45 H -3.790 3.798 1.150  C31 1.090
46 H -2.772 0.118 0.975  C33 1.090
47 H -3.735 0.205 2.457  C33 1.090
48 H -2.277 0.976 2.414  C33 1.090
49 C -1.820 -2.753 1.404  O50 1.419, H58 1.090, H59 1.090, H60 1.090
50 O -1.116 -1.584 1.013  C49 1.419, C51 1.374
51 C -0.076 -1.385 1.889  O50 1.374, C52 1.549, H61 1.090, H62 1.090
52 C 0.698 -0.092 1.532  C51 1.549, N53 1.470, H63 1.090, H64 1.090
53 N 1.711 -0.270 0.482  C52 1.470, C54 1.504, H65 1.010
54 C 2.549 0.932 0.141  N53 1.504, C55 1.587, H66 1.090, H67 1.090
55 C 3.290 1.619 1.365  C54 1.587, O56 1.495, H68 1.090, H69 1.090
56 O 4.194 2.678 0.820  C55 1.495, C57 1.409
57 C 5.139 3.088 1.782  O56 1.409, H70 1.090, H71 1.090, H72 1.090
58 H -2.686 -2.863 0.752  C49 1.090
59 H -2.408 -2.477 2.279  C49 1.090
60 H -1.233 -3.668 1.487  C49 1.090
61 H 0.636 -2.206 1.976  C51 1.090
62 H -0.603 -1.111 2.803  C51 1.090
63 H 1.214 0.161 2.459  C52 1.090
64 H 0.019 0.703 1.223  C52 1.090
65 H 1.443 -0.791 -0.341  N53 1.010
66 H 1.868 1.564 -0.428  C54 1.090
67 H 3.300 0.670 -0.605  C54 1.090
68 H 3.956 0.836 1.728  C55 1.090
69 H 2.590 2.036 2.088  C55 1.090
70 H 5.965 3.706 1.430  C57 1.090
71 H 5.671 2.237 2.208  C57 1.090
72 H 4.707 3.777 2.507  C57 1.090
73 C -4.801 3.485 7.276  O74 1.417, H82 1.090, H83 1.090, H84 1.090
74 O -3.492 3.313 6.762  C73 1.417, C75 1.470
75 C -3.070 1.911 6.623  O74 1.470, C76 1.506, H85 1.090, H86 1.090
76 C -1.788 1.773 5.845  C75 1.506, N77 1.557, H87 1.090, H88 1.090
77 N -0.401 2.055 6.494  C76 1.557, C78 1.464, H89 1.010
78 C -0.246 3.472 6.828  N77 1.464, C79 1.564, H90 1.090, H91 1.090
79 C 0.226 4.308 5.593  C78 1.564, O80 1.466, H92 1.090, H93 1.090
80 O 1.504 3.770 5.120  C79 1.466, C81 1.436
81 C 2.189 4.761 4.338  O80 1.436, H94 1.090, H95 1.090, H96 1.090
82 H -5.290 4.457 7.211  C73 1.090
83 H -4.777 3.274 8.345  C73 1.090
84 H -5.576 2.780 6.974  C73 1.090
85 H -3.977 1.456 6.225  C75 1.090
86 H -3.053 1.614 7.671  C75 1.090
87 H -1.990 2.498 5.056  C76 1.090
88 H -1.708 0.781 5.400  C76 1.090
89 H 0.314 1.798 5.829  N77 1.010
90 H 0.558 3.683 7.532  C78 1.090
91 H -1.105 3.856 7.379  C78 1.090
92 H 0.182 5.333 5.961  C79 1.090
93 H -0.561 4.099 4.868  C79 1.090
94 H 2.975 4.306 3.737  C81 1.090
95 H 2.874 5.407 4.887  C81 1.090
96 H 1.598 5.504 3.802  C81 1.090
97 C 5.602 -2.419 -9.075  O98 1.421, H106 1.090, H107 1.090, H108 1.090
98 O 5.882 -1.098 -8.631  C97 1.421, C99 1.419
99 C 5.758 -0.828 -7.244  O98 1.419, C100 1.579, H109 1.090, H110 1.090
100 C 5.480 0.712 -7.032  C99 1.579, N101 1.503, H111 1.090, H112 1.090
101 N 5.663 1.031 -5.575  C100 1.503, C102 1.458, H113 1.010
102 C 4.903 2.251 -5.326  N101 1.458, C103 1.471, H114 1.090, H115 1.090
103 C 4.927 2.653 -3.912  C102 1.471, O104 1.366, H116 1.090, H117 1.090
104 O 6.200 2.657 -3.418  C103 1.366, C105 1.385
105 C 6.385 2.751 -2.049  O104 1.385, H118 1.090, H119 1.090, H120 1.090
106 H 4.543 -2.635 -8.933  C97 1.090
107 H 6.282 -3.052 -8.505  C97 1.090
108 H 5.826 -2.604 -10.126  C97 1.090
109 H 6.740 -0.974 -6.795  C99 1.090
110 H 5.086 -1.464 -6.668  C99 1.090
111 H 4.456 0.845 -7.380  C100 1.090
112 H 6.211 1.356 -7.522  C100 1.090
113 H 6.574 1.281 -5.219  N101 1.010
114 H 3.887 2.280 -5.719  C102 1.090
115 H 5.333 3.082 -5.885  C102 1.090
116 H 4.332 2.091 -3.191  C103 1.090
117 H 4.514 3.661 -3.878  C103 1.090
118 H 5.645 2.096 -1.590  C105 1.090
119 H 6.356 3.707 -1.525  C105 1.090
120 H 7.427 2.502 -1.847  C105 1.090
121 C 1.063 -9.299 -4.466  O122 1.400, H130 1.090, H131 1.090, H132 1.090
122 O 1.235 -7.909 -4.443  C121 1.400, C123 1.432
123 C 2.587 -7.620 -4.068  O122 1.432, C124 1.550, H133 1.090, H134 1.090
124 C 2.649 -6.112 -3.716  C123 1.550, N125 1.445, H135 1.090, H136 1.090
125 N 1.459 -5.555 -3.114  C124 1.445, C126 1.459, H137 1.010
126 C 1.056 -6.209 -1.874  N125 1.459, C127 1.529, H138 1.090, H139 1.090
127 C 2.094 -6.211 -0.752  C126 1.529, O128 1.436, H140 1.090, H141 1.090
128 O 1.446 -6.550 0.483  C127 1.436, C129 1.496
129 C 0.338 -5.691 1.007  O128 1.496, H142 1.090, H143 1.090, H144 1.090
130 H 1.831 -9.834 -5.025  C121 1.090
131 H 0.093 -9.490 -4.925  C121 1.090
132 H 0.950 -9.699 -3.459  C121 1.090
133 H 3.321 -7.845 -4.841  C123 1.090
134 H 2.875 -8.036 -3.103  C123 1.090
135 H 2.931 -5.527 -4.591  C124 1.090
136 H 3.441 -5.871 -3.006  C124 1.090
137 H 0.730 -5.699 -3.798  N125 1.010
138 H 0.805 -7.240 -2.123  C126 1.090
139 H 0.123 -5.795 -1.490  C126 1.090
140 H 2.423 -5.175 -0.657  C127 1.090
141 H 2.890 -6.919 -0.980  C127 1.090
142 H -0.598 -5.842 0.469  C129 1.090
143 H 0.705 -4.665 0.992  C129 1.090
144 H 0.023 -5.873 2.034  C129 1.090
145 C 11.089 9.456 -4.740  O146 1.470, H154 1.090, H155 1.090, H156 1.090
146 O 9.886 8.928 -5.398  C145 1.470, C147 1.397
147 C 10.032 7.599 -5.805  O146 1.397, C148 1.583, H157 1.090, H158 1.090
148 C 9.461 6.538 -4.779  C147 1.583, N149 1.479, H159 1.090, H160 1.090
149 N 10.283 6.114 -3.624  C148 1.479, C150 1.457, H161 1.010
150 C 9.595 5.077 -2.866  N149 1.457, C151 1.585, H162 1.090, H163 1.090
151 C 9.744 5.361 -1.314  C150 1.585, O152 1.442, H164 1.090, H165 1.090
152 O 8.828 4.391 -0.764  C151 1.442, C153 1.485
153 C 8.866 4.499 0.717  O152 1.485, H166 1.090, H167 1.090, H168 1.090
154 H 11.667 10.115 -5.388  C145 1.090
155 H 11.698 8.649 -4.334  C145 1.090
156 H 10.626 10.031 -3.938  C145 1.090
157 H 11.063 7.279 -5.961  C147 1.090
158 H 9.449 7.434 -6.711  C147 1.090
159 H 9.375 5.579 -5.289  C148 1.090
160 H 8.452 6.884 -4.554  C148 1.090
161 H 10.407 6.942 -3.060  N149 1.010
162 H 10.127 4.130 -2.960  C150 1.090
163 H 8.543 4.975 -3.130  C150 1.090
164 H 9.354 6.353 -1.089  C151 1.090
165 H 10.796 5.239 -1.056  C151 1.090
166 H 8.166 5.281 1.011  C153 1.090
167 H 9.868 4.585 1.137  C153 1.090
168 H 8.453 3.535 1.015  C153 1.090
169 C -3.000 -2.010 -2.612  O170 1.495, H178 1.090, H179 1.090, H180 1.090
170 O -3.816 -3.255 -2.756  C169 1.495, C171 1.371
171 C -4.186 -3.709 -3.996  O170 1.371, C172 1.632, H181 1.090, H182 1.090
172 C -5.641 -4.364 -3.650  C171 1.632, N173 1.456, H183 1.090, H184 1.090
173 N -6.660 -3.340 -3.467  C172 1.456, C174 1.482, H185 1.010
174 C -8.003 -3.961 -3.382  N173 1.482, C175 1.552, H186 1.090, H187 1.090
175 C -8.915 -2.928 -2.668  C174 1.552, O176 1.459, H188 1.090, H189 1.090
176 O -10.265 -3.443 -2.465  C175 1.459, C177 1.406
177 C -11.015 -2.786 -1.474  O176 1.406, H190 1.090, H191 1.090, H192 1.090
178 H -2.039 -2.420 -2.302  C169 1.090
179 H -3.320 -1.449 -1.735  C169 1.090
180 H -3.021 -1.438 -3.540  C169 1.090
181 H -3.464 -4.488 -4.238  C171 1.090
182 H -4.205 -2.939 -4.767  C171 1.090
183 H -5.559 -4.911 -2.711  C172 1.090
184 H -6.031 -4.971 -4.467  C172 1.090
185 H -6.637 -2.642 -4.197  N173 1.010
186 H -8.057 -4.850 -2.754  C174 1.090
187 H -8.438 -4.341 -4.306  C174 1.090
188 H -9.170 -2.076 -3.298  C175 1.090
189 H -8.331 -2.604 -1.806  C175 1.090
190 H -10.723 -3.111 -0.476  C177 1.090
191 H -12.085 -2.895 -1.652  C177 1.090
192 H -10.921 -1.718 -1.670  C177 1.090

SMILES string: COCCNCCOC.COCCNCCOC.COCCNCCOC.COCCNCCOC.COCCNCCOC.COCCNCCOC.COCCNCCOC.COCCNCCOC
Gap between HOMO and LUMO, hartree: 0.3280
Net charge: 0
M, g/mol: 1065.53

=====

## ii
DFT (the ωB97M-V functional and the def2-TZVPD basis) results for a 8-piece molecular cluster, C48H120N8O16 overall.

Each atom is followed by the atoms it is bonded to, with distances in Å.
Geometry (Å):
1 C -16.175 13.924 -5.195  O2 1.424, H10 1.090, H11 1.090, H12 1.090
2 O -16.428 13.026 -4.119  C1 1.424, C3 1.487
3 C -17.556 13.430 -3.238  O2 1.487, C4 1.579, H13 1.090, H14 1.090
4 C -17.307 12.463 -2.015  C3 1.579, N5 1.437, H15 1.090, H16 1.090
5 N -18.172 12.813 -0.922  C4 1.437, C6 1.460, H17 1.010
6 C -18.093 12.107 0.353  N5 1.460, C7 1.577, H18 1.090, H19 1.090
7 C -18.681 10.644 0.304  C6 1.577, O8 1.420, H20 1.090, H21 1.090
8 O -18.299 9.793 1.375  C7 1.420, C9 1.457
9 C -19.423 9.514 2.260  O8 1.457, H22 1.090, H23 1.090, H24 1.090
10 H -15.327 13.597 -5.797  C1 1.090
11 H -16.016 14.927 -4.800  C1 1.090
12 H -17.102 13.918 -5.769  C1 1.090
13 H -18.484 13.225 -3.771  C3 1.090
14 H -17.397 14.459 -2.915  C3 1.090
15 H -16.239 12.418 -1.802  C4 1.090
16 H -17.628 11.489 -2.384  C4 1.090
17 H -17.985 13.738 -0.561  N5 1.010
18 H -18.662 12.631 1.122  C6 1.090
19 H -17.054 12.057 0.680  C6 1.090
20 H -18.417 10.143 -0.627  C7 1.090
21 H -19.753 10.600 0.108  C7 1.090
22 H -20.192 8.910 1.780  C9 1.090
23 H -19.795 10.368 2.827  C9 1.090
24 H -19.210 8.790 3.047  C9 1.090
25 C -12.380 17.285 10.715  O26 1.449, H34 1.090, H35 1.090, H36 1.090
26 O -11.730 16.010 10.488  C25 1.449, C27 1.414
27 C -10.321 15.979 10.598  O26 1.414, C28 1.596, H37 1.090, H38 1.090
28 C -9.738 14.554 10.179  C27 1.596, N29 1.467, H39 1.090, H40 1.090
29 N -9.825 13.292 10.923  C28 1.467, C30 1.451, H41 1.010
30 C -11.232 13.013 11.144  N29 1.451, C31 1.565, H42 1.090, H43 1.090
31 C -11.912 12.586 9.801  C30 1.565, O32 1.468, H44 1.090, H45 1.090
32 O -11.284 11.345 9.330  C31 1.468, C33 1.370
33 C -11.614 10.200 10.006  O32 1.370, H46 1.090, H47 1.090, H48 1.090
34 H -12.406 17.444 11.793  C25 1.090
35 H -13.434 17.111 10.496  C25 1.090
36 H -11.801 18.086 10.255  C25 1.090
37 H -10.062 16.205 11.633  C27 1.090
38 H -9.915 16.773 9.972  C27 1.090
39 H -8.685 14.834 10.223  C28 1.090
40 H -9.913 14.372 9.119  C28 1.090
41 H -9.332 12.477 10.587  N29 1.010
42 H -11.850 13.808 11.562  C30 1.090
43 H -11.394 12.162 11.806  C30 1.090
44 H -11.854 13.308 8.986  C31 1.090
45 H -12.975 12.412 9.963  C31 1.090
46 H -12.141 10.310 10.954  C33 1.090
47 H -10.612 9.822 10.207  C33 1.090
48 H -12.016 9.438 9.337  C33 1.090
49 C -23.342 9.499 5.643  O50 1.423, H58 1.090, H59 1.090, H60 1.090
50 O -22.461 10.435 6.254  C49 1.423, C51 1.371
51 C -21.127 10.163 6.088  O50 1.371, C52 1.495, H61 1.090, H62 1.090
52 C -20.419 10.301 7.397  C51 1.495, N53 1.489, H63 1.090, H64 1.090
53 N -18.976 9.934 7.438  C52 1.489, C54 1.446, H65 1.010
54 C -18.455 9.723 8.770  N53 1.446, C55 1.480, H66 1.090, H67 1.090
55 C -16.986 9.560 8.841  C54 1.480, O56 1.394, H68 1.090, H69 1.090
56 O -16.280 10.734 8.585  C55 1.394, C57 1.412
57 C -14.983 10.662 9.141  O56 1.412, H70 1.090, H71 1.090, H72 1.090
58 H -24.347 9.390 6.050  C49 1.090
59 H -22.913 8.505 5.772  C49 1.090
60 H -23.382 9.656 4.565  C49 1.090
61 H -20.820 10.890 5.337  C51 1.090
62 H -20.822 9.250 5.576  C51 1.090
63 H -20.790 9.516 8.056  C52 1.090
64 H -20.697 11.241 7.873  C52 1.090
65 H -18.430 10.749 7.198  N53 1.010
66 H -18.994 8.937 9.298  C54 1.090
67 H -18.687 10.618 9.348  C54 1.090
68 H -16.702 8.833 8.080  C55 1.090
69 H -16.696 9.121 9.796  C55 1.090
70 H -14.513 9.680 9.188  C57 1.090
71 H -14.852 11.126 10.119  C57 1.090
72 H -14.367 11.388 8.611  C57 1.090
73 C -23.009 14.015 5.225  O74 1.428, H82 1.090, H83 1.090, H84 1.090
74 O -22.481 15.034 6.074  C73 1.428, C75 1.411
75 C -22.332 14.751 7.449  O74 1.411, C76 1.462, H85 1.090, H86 1.090
76 C -21.129 13.990 7.783  C75 1.462, N77 1.477, H87 1.090, H88 1.090
77 N -19.990 14.927 7.716  C76 1.477, C78 1.453, H89 1.010
78 C -18.774 14.186 8.006  N77 1.453, C79 1.489, H90 1.090, H91 1.090
79 C -18.366 13.460 6.772  C78 1.489, O80 1.382, H92 1.090, H93 1.090
80 O -18.419 14.176 5.591  C79 1.382, C81 1.357
81 C -17.996 13.502 4.493  O80 1.357, H94 1.090, H95 1.090, H96 1.090
82 H -22.191 13.296 5.260  C73 1.090
83 H -22.986 14.371 4.195  C73 1.090
84 H -23.912 13.513 5.573  C73 1.090
85 H -23.178 14.076 7.575  C75 1.090
86 H -22.524 15.624 8.073  C75 1.090
87 H -21.080 13.184 7.051  C76 1.090
88 H -21.108 13.512 8.762  C76 1.090
89 H -19.863 15.138 6.736  N77 1.010
90 H -19.044 13.443 8.757  C78 1.090
91 H -17.927 14.758 8.385  C78 1.090
92 H -19.028 12.621 6.558  C79 1.090
93 H -17.380 12.996 6.766  C79 1.090
94 H -17.972 14.080 3.570  C81 1.090
95 H -18.664 12.701 4.178  C81 1.090
96 H -17.031 13.021 4.653  C81 1.090
97 C -27.541 9.466 6.232  O98 1.432, H106 1.090, H107 1.090, H108 1.090
98 O -27.254 8.516 7.264  C97 1.432, C99 1.412
99 C -27.071 7.207 6.769  O98 1.412, C100 1.595, H109 1.090, H110 1.090
100 C -28.233 6.227 7.251  C99 1.595, N101 1.464, H111 1.090, H112 1.090
101 N -29.555 6.488 6.678  C100 1.464, C102 1.455, H113 1.010
102 C -30.569 5.590 7.209  N101 1.455, C103 1.525, H114 1.090, H115 1.090
103 C -30.941 6.126 8.588  C102 1.525, O104 1.457, H116 1.090, H117 1.090
104 O -31.358 7.506 8.374  C103 1.457, C105 1.425
105 C -32.018 7.888 9.577  O104 1.425, H118 1.090, H119 1.090, H120 1.090
106 H -26.784 9.179 5.502  C97 1.090
107 H -27.005 10.366 6.534  C97 1.090
108 H -28.566 9.668 5.922  C97 1.090
109 H -26.133 6.951 7.262  C99 1.090
110 H -26.993 7.054 5.692  C99 1.090
111 H -28.190 6.371 8.330  C100 1.090
112 H -27.864 5.219 7.059  C100 1.090
113 H -29.785 7.444 6.905  N101 1.010
114 H -30.279 4.541 7.268  C102 1.090
115 H -31.485 5.664 6.622  C102 1.090
116 H -30.115 6.060 9.296  C103 1.090
117 H -31.818 5.599 8.963  C103 1.090
118 H -31.457 7.499 10.427  C105 1.090
119 H -33.028 7.479 9.591  C105 1.090
120 H -32.040 8.974 9.668  C105 1.090
121 C -14.423 9.460 12.639  O122 1.379, H130 1.090, H131 1.090, H132 1.090
122 O -14.211 10.803 12.412  C121 1.379, C123 1.445
123 C -14.645 11.749 13.415  O122 1.445, C124 1.654, H133 1.090, H134 1.090
124 C -13.834 11.724 14.856  C123 1.654, N125 1.486, H135 1.090, H136 1.090
125 N -13.702 10.438 15.588  C124 1.486, C126 1.382, H137 1.010
126 C -12.789 10.504 16.624  N125 1.382, C127 1.630, H138 1.090, H139 1.090
127 C -13.303 11.175 18.017  C126 1.630, O128 1.413, H140 1.090, H141 1.090
128 O -14.233 10.364 18.707  C127 1.413, C129 1.416
129 C -14.492 10.594 20.080  O128 1.416, H142 1.090, H143 1.090, H144 1.090
130 H -13.957 9.051 13.535  C121 1.090
131 H -14.000 8.925 11.789  C121 1.090
132 H -15.502 9.318 12.694  C121 1.090
133 H -15.726 11.618 13.469  C123 1.090
134 H -14.535 12.741 12.976  C123 1.090
135 H -14.204 12.531 15.488  C124 1.090
136 H -12.831 12.109 14.669  C124 1.090
137 H -14.642 10.187 15.859  N125 1.010
138 H -11.880 11.040 16.352  C126 1.090
139 H -12.412 9.489 16.749  C126 1.090
140 H -13.857 12.052 17.682  C127 1.090
141 H -12.444 11.494 18.607  C127 1.090
142 H -14.910 11.596 19.990  C129 1.090
143 H -13.673 10.764 20.780  C129 1.090
144 H -15.183 9.868 20.509  C129 1.090
145 C -27.485 4.606 -0.319  O146 1.477, H154 1.090, H155 1.090, H156 1.090
146 O -27.379 5.318 0.971  C145 1.477, C147 1.480
147 C -28.453 6.264 1.346  O146 1.480, C148 1.565, H157 1.090, H158 1.090
148 C -28.100 7.085 2.630  C147 1.565, N149 1.450, H159 1.090, H160 1.090
149 N -26.821 7.760 2.521  C148 1.450, C150 1.477, H161 1.010
150 C -26.897 8.970 1.677  N149 1.477, C151 1.574, H162 1.090, H163 1.090
151 C -25.478 9.651 1.653  C150 1.574, O152 1.484, H164 1.090, H165 1.090
152 O -24.443 8.812 1.000  C151 1.484, C153 1.383
153 C -24.040 9.059 -0.299  O152 1.383, H166 1.090, H167 1.090, H168 1.090
154 H -27.744 5.386 -1.035  C145 1.090
155 H -28.188 3.778 -0.408  C145 1.090
156 H -26.492 4.306 -0.654  C145 1.090
157 H -29.333 5.634 1.469  C147 1.090
158 H -28.461 6.942 0.492  C147 1.090
159 H -27.722 6.323 3.311  C148 1.090
160 H -28.892 7.670 3.097  C148 1.090
161 H -26.080 7.140 2.227  N149 1.010
162 H -27.807 9.510 1.937  C150 1.090
163 H -27.068 8.730 0.628  C150 1.090
164 H -25.101 9.935 2.636  C151 1.090
165 H -25.651 10.590 1.126  C151 1.090
166 H -24.108 10.125 -0.517  C153 1.090
167 H -24.727 8.612 -1.019  C153 1.090
168 H -22.978 8.918 -0.499  C153 1.090
169 C -24.642 6.416 12.043  O170 1.452, H178 1.090, H179 1.090, H180 1.090
170 O -25.917 6.284 12.725  C169 1.452, C171 1.494
171 C -26.863 7.432 12.588  O170 1.494, C172 1.529, H181 1.090, H182 1.090
172 C -27.201 7.630 11.110  C171 1.529, N173 1.528, H183 1.090, H184 1.090
173 N -26.097 8.340 10.327  C172 1.528, C174 1.394, H185 1.010
174 C -26.425 9.691 10.427  N173 1.394, C175 1.567, H186 1.090, H187 1.090
175 C -25.130 10.399 9.901  C174 1.567, O176 1.444, H188 1.090, H189 1.090
176 O -25.122 11.833 9.726  C175 1.444, C177 1.429
177 C -25.428 12.282 8.404  O176 1.429, H190 1.090, H191 1.090, H192 1.090
178 H -23.821 5.777 12.367  C169 1.090
179 H -24.400 7.429 12.364  C169 1.090
180 H -24.723 6.303 10.962  C169 1.090
181 H -26.507 8.382 12.988  C171 1.090
182 H -27.773 7.239 13.155  C171 1.090
183 H -28.039 8.323 11.036  C172 1.090
184 H -27.444 6.706 10.586  C172 1.090
185 H -26.202 8.182 9.335  N173 1.010
186 H -26.484 10.097 11.436  C174 1.090
187 H -27.288 10.157 9.950  C174 1.090
188 H -24.908 9.817 9.007  C175 1.090
189 H -24.350 10.283 10.654  C175 1.090
190 H -26.503 12.130 8.306  C177 1.090
191 H -24.939 11.651 7.662  C177 1.090
192 H -25.137 13.328 8.494  C177 1.090

SMILES string: COCCNCCOC.COCCNCCOC.COCCNCCOC.COCCNCCOC.COCCNCCOC.COCCNCCOC.COCCNCCOC.COCCNCCOC
Gap between HOMO and LUMO, hartree: 0.3248
Net charge: 0
M, g/mol: 1065.53

=====

Which is the most stable structure? i is the most stable.